A 13-piece molecular cluster, C64H126O39 overall in a non-equilibrium geometry, computed with the ωB97M-V functional and the def2-TZVPD basis.

Structure (ORCA input):
```
! wB97M-V def2-TZVPD RIJCOSX def2/J DEFGRID3
* xyz 0 1
C 0.71 0.51 -5.69
O 1.45 1.18 -4.75
C 2.81 1.51 -5.14
C 3.31 2.78 -4.37
O 2.82 3.94 -5.01
C 3.39 5.17 -4.48
C 2.75 6.39 -5.17
O 2.99 6.37 -6.61
C 2.81 7.66 -7.16
H 0.37 1.13 -6.56
H -0.21 0.14 -5.29
H 1.28 -0.36 -6.11
H 2.87 1.65 -6.25
H 3.51 0.70 -4.83
H 4.44 2.73 -4.29
H 2.88 2.80 -3.37
H 4.44 5.19 -4.54
H 3.15 5.22 -3.43
H 3.20 7.28 -4.76
H 1.66 6.28 -4.95
H 3.15 7.52 -8.23
H 3.45 8.38 -6.63
H 1.76 7.90 -7.11
C 2.83 -3.80 -3.17
O 4.04 -3.28 -3.67
C 4.15 -1.92 -3.40
C 5.00 -1.48 -2.26
O 6.39 -1.71 -2.51
C 7.30 -1.11 -1.62
C 8.66 -1.46 -2.10
O 8.99 -0.73 -3.26
C 10.27 -1.00 -3.72
H 2.70 -3.69 -2.09
H 2.93 -4.88 -3.35
H 1.99 -3.45 -3.76
H 3.22 -1.49 -3.21
H 4.63 -1.48 -4.26
H 4.69 -1.94 -1.30
H 4.83 -0.39 -2.18
H 7.16 -1.51 -0.65
H 7.27 -0.02 -1.66
H 8.80 -2.55 -2.32
H 9.39 -1.23 -1.33
H 10.50 -0.29 -4.46
H 10.42 -2.06 -4.16
H 11.05 -0.74 -2.98
C -4.25 -2.45 -0.57
O -4.93 -3.38 0.33
C -4.09 -4.43 0.76
C -4.86 -5.22 1.76
O -4.83 -4.44 2.93
C -5.70 -5.04 3.90
C -5.67 -4.19 5.22
O -6.40 -2.98 5.04
C -6.57 -2.25 6.23
H -5.06 -1.89 -0.95
H -3.73 -3.03 -1.31
H -3.39 -2.00 -0.11
H -3.18 -4.00 1.28
H -3.71 -5.13 -0.02
H -4.55 -6.22 1.89
H -5.86 -5.35 1.36
H -5.35 -6.03 4.13
H -6.70 -5.21 3.48
H -4.60 -4.05 5.41
H -6.20 -4.78 6.03
H -6.99 -2.91 7.01
H -7.26 -1.43 6.14
H -5.65 -1.96 6.71
C -7.06 -7.19 -1.75
O -5.99 -8.05 -2.16
C -4.83 -8.02 -1.37
C -3.53 -7.83 -2.18
O -3.16 -6.51 -1.97
C -1.83 -6.14 -2.32
C -1.55 -4.70 -2.07
O -2.25 -3.83 -2.89
C -1.97 -4.05 -4.29
H -6.60 -6.25 -1.48
H -7.50 -7.55 -0.80
H -7.86 -7.11 -2.49
H -4.75 -8.89 -0.69
H -4.73 -7.17 -0.70
H -3.69 -8.05 -3.27
H -2.69 -8.43 -1.83
H -1.62 -6.40 -3.34
H -1.17 -6.74 -1.67
H -0.43 -4.50 -2.11
H -1.83 -4.39 -1.06
H -2.10 -3.07 -4.84
H -2.72 -4.80 -4.60
H -0.98 -4.48 -4.46
C -2.40 7.30 -0.93
O -2.73 5.88 -0.89
C -3.99 5.51 -1.37
C -4.10 3.98 -1.30
O -3.21 3.32 -2.16
C -3.22 1.95 -2.12
C -4.11 1.29 -3.14
O -4.39 -0.01 -2.69
C -5.38 -0.62 -3.44
H -1.31 7.40 -0.87
H -2.87 7.88 -0.12
H -2.84 7.76 -1.83
H -4.16 5.89 -2.37
H -4.83 6.00 -0.87
H -5.07 3.64 -1.60
H -3.92 3.64 -0.30
H -3.50 1.56 -1.12
H -2.24 1.56 -2.31
H -3.71 1.25 -4.13
H -5.01 1.89 -3.15
H -5.39 -1.68 -3.31
H -5.21 -0.39 -4.50
H -6.38 -0.19 -3.26
C 3.34 5.29 6.17
O 3.71 4.24 5.36
C 4.94 4.28 4.75
C 5.27 3.03 3.99
O 4.21 2.51 3.18
C 3.69 3.52 2.30
C 2.65 2.92 1.37
O 3.18 2.01 0.39
C 3.75 2.51 -0.76
H 3.29 6.30 5.66
H 4.06 5.42 7.02
H 2.34 5.09 6.51
H 5.81 4.46 5.49
H 4.93 5.20 4.09
H 5.53 2.29 4.73
H 6.15 3.24 3.33
H 4.43 4.09 1.71
H 3.19 4.19 3.04
H 2.14 3.78 0.86
H 1.90 2.31 1.89
H 4.81 2.71 -0.69
H 3.19 3.40 -1.08
H 3.67 1.72 -1.46
C -3.35 -1.13 4.14
C -3.82 -1.09 2.79
C -5.31 -0.85 2.61
O -5.40 0.52 2.16
C -4.18 0.89 1.82
O -3.96 1.91 1.27
O -3.21 -0.02 2.09
H -2.23 -1.17 4.26
H -3.80 -2.02 4.58
H -3.68 -0.25 4.76
H -3.64 -2.01 2.25
H -5.84 -0.98 3.53
H -5.76 -1.48 1.85
C 4.56 -1.90 1.50
C 4.97 -0.45 1.86
C 5.80 -0.32 3.19
O 6.85 0.61 2.89
C 7.03 0.61 1.54
O 8.03 0.99 0.97
O 6.02 -0.03 0.95
H 5.45 -2.50 1.38
H 4.01 -1.87 0.58
H 3.93 -2.36 2.27
H 4.17 0.22 1.78
H 6.22 -1.28 3.44
H 5.20 -0.05 4.03
C -0.72 0.09 6.46
C 0.56 0.43 5.68
C 1.77 -0.47 6.14
O 2.34 -0.86 4.87
C 1.54 -0.49 3.83
O 1.80 -0.76 2.71
O 0.35 0.06 4.27
H -0.71 -0.97 6.62
H -1.51 0.56 5.99
H -0.67 0.43 7.46
H 0.76 1.52 5.60
H 1.57 -1.41 6.60
H 2.52 0.19 6.61
C 0.60 0.01 -1.75
C 0.77 -0.39 -0.29
C -0.42 -0.14 0.70
O -0.58 -1.45 1.31
C 0.20 -2.33 0.74
O 0.16 -3.51 1.07
O 0.93 -1.87 -0.25
H -0.28 -0.47 -2.11
H 1.50 -0.28 -2.30
H 0.42 1.01 -1.79
H 1.57 0.11 0.25
H -1.36 -0.02 0.26
H -0.25 0.60 1.48
C -1.24 5.08 -5.86
C -1.24 4.72 -4.40
C -0.40 3.49 -4.13
O 0.36 3.82 -2.95
C 0.26 5.14 -2.69
O 0.88 5.67 -1.83
O -0.63 5.72 -3.55
H -0.24 5.51 -6.19
H -1.90 5.92 -5.94
H -1.67 4.19 -6.33
H -2.31 4.64 -4.08
H 0.21 3.19 -5.01
H -1.11 2.61 -3.94
C -1.75 -5.43 3.19
C -0.70 -5.11 4.29
C 0.00 -3.74 4.23
O 0.04 -3.30 5.55
C -0.84 -4.00 6.30
O -1.03 -3.74 7.46
O -1.37 -5.00 5.55
H -1.24 -5.34 2.25
H -2.57 -4.76 3.24
H -2.14 -6.48 3.27
H -0.10 -6.01 4.40
H -0.66 -3.11 3.64
H 1.00 -3.84 3.92
C -0.84 3.39 0.05
C -0.83 4.12 1.35
C -2.18 4.61 1.89
O -2.07 4.24 3.25
C -1.15 3.27 3.42
O -0.99 2.68 4.43
O -0.44 3.08 2.29
H 0.19 3.28 -0.35
H -1.47 3.98 -0.63
H -1.33 2.48 0.19
H -0.16 4.95 1.37
H -3.11 4.13 1.56
H -2.26 5.67 1.85
*
```

The HOMO-LUMO gap comes out at 9.463 eV. The value obtained for the LUMO energy is 0.33 eV. The HOMO energy comes out at -9.137 eV.

Atom charges from the Mulliken analysis, given in e for atoms 1 to 99: number 1, C, carries -1.059; number 2, O, carries 0.655; number 3, C, carries -0.599; number 4, C, carries 0.283; number 5, O, carries -0.255; number 6, C, carries -0.638; number 7, C, carries -0.349; number 8, O, carries -0.336; number 9, C, carries -0.753; number 10, H, carries 0.316; number 11, H, carries 0.197; number 12, H, carries 0.295; number 13, H, carries 0.392; number 14, H, carries -0.060; number 15, H, carries 0.445; number 16, H, carries -0.398; number 17, H, carries 0.753; number 18, H, carries 0.101; number 19, H, carries 0.579; number 20, H, carries -0.131; number 21, H, carries 0.229; number 22, H, carries 0.328; number 23, H, carries 0.279; number 24, C, carries -0.872; number 25, O, carries -0.492; number 26, C, carries -0.387; number 27, C, carries 1.072; number 28, O, carries -0.499; number 29, C, carries 0.191; number 30, C, carries -0.828; number 31, O, carries -0.288; number 32, C, carries -0.798; number 33, H, carries 0.292; number 34, H, carries 0.369; number 35, H, carries 0.375; number 36, H, carries -0.192; number 37, H, carries 0.466; number 38, H, carries -0.322; number 39, H, carries -0.043; number 40, H, carries 0.029; number 41, H, carries 0.188; number 42, H, carries 0.359; number 43, H, carries 0.428; number 44, H, carries 0.300; number 45, H, carries 0.257; number 46, H, carries 0.318; number 47, C, carries -0.218; number 48, O, carries -0.559; number 49, C, carries 2.745; number 50, C, carries -2.063; number 51, O, carries 0.272; number 52, C, carries -1.035; number 53, C, carries -0.250; number 54, O, carries -0.310; number 55, C, carries -0.950; number 56, H, carries 0.304; number 57, H, carries 0.257; number 58, H, carries -0.120; number 59, H, carries -0.942; number 60, H, carries -1.035; number 61, H, carries 0.628; number 62, H, carries 0.782; number 63, H, carries 0.401; number 64, H, carries 0.405; number 65, H, carries 0.081; number 66, H, carries 0.485; number 67, H, carries 0.407; number 68, H, carries 0.288; number 69, H, carries 0.360; number 70, C, carries -0.426; number 71, O, carries -0.423; number 72, C, carries 0.579; number 73, C, carries -0.733; number 74, O, carries -0.086; number 75, C, carries -0.952; number 76, C, carries 1.353; number 77, O, carries -0.008; number 78, C, carries -1.037; number 79, H, carries 0.060; number 80, H, carries 0.281; number 81, H, carries 0.270; number 82, H, carries 0.373; number 83, H, carries -0.664; number 84, H, carries 0.286; number 85, H, carries 0.415; number 86, H, carries 0.397; number 87, H, carries 0.521; number 88, H, carries -0.193; number 89, H, carries -0.884; number 90, H, carries 0.150; number 91, H, carries 0.336; number 92, H, carries 0.377; number 93, C, carries -1.055; number 94, O, carries 0.102; number 95, C, carries -1.289; number 96, C, carries -0.115; number 97, O, carries 0.296; number 98, C, carries 1.228; number 99, C, carries -0.902